1.
C40H24Cl9N2O2P2S2W | ωB97M-V with the def2-TZVPD basis set

For the HOMO energy, the calculation gives -10.7 eV. Its net charge is +1.

```
82
Properties=species:S:1:pos:R:3:lowdin_charge:R:1
C -2.0831 0.6087 -2.9664 -0.653
C -1.7456 -0.3144 -5.1706 -0.724
C 1.4878 -0.0687 -2.4661 -0.340
Cl -8.3658 -2.3116 -0.4300 0.716
P 0.2581 -0.1310 1.9766 0.645
H -0.9919 4.0329 0.1977 0.142
H -0.3910 5.6567 1.7984 0.112
C -4.7070 -3.8544 0.1045 -0.620
C -1.8239 -1.5895 -4.6213 -0.723
C -5.8832 -1.3037 -0.2579 -0.611
Cl -1.7340 -2.9565 -5.6561 0.715
N -1.6683 0.9515 0.4031 -0.206
C 0.3523 0.0784 0.1934 -0.595
N -2.2430 2.9658 1.5264 0.089
C 4.1133 -0.5379 -0.7279 -0.067
C -1.9820 1.5622 1.6937 -0.279
C 4.0573 0.4563 3.2376 -0.059
C -1.9124 0.7873 -4.3434 -0.715
C -0.3210 1.4462 0.0514 -0.360
C -1.9465 -1.7388 -3.2415 -0.700
H 1.1427 -1.8903 -3.5565 0.103
H 4.5503 -3.3418 1.8976 0.117
C 4.4247 -2.5522 1.1690 -0.059
C -0.9449 3.5982 1.1987 -0.243
Cl -6.5289 0.2668 -0.4736 0.757
O -2.6032 -2.6537 0.1874 -0.384
P 1.3589 -0.8884 -0.8785 0.626
C 3.1689 -2.2884 0.6485 -0.098
C 0.0264 2.3996 1.1989 -0.160
H 1.0901 -1.8610 4.1282 0.086
C -3.9318 -2.7033 0.0679 -0.375
H -0.3843 3.2792 5.2965 0.110
C -0.3872 3.1711 4.2178 -0.056
S -1.0093 -1.6482 2.2494 0.474
H 5.1013 -0.5438 4.8205 0.115
H 1.8326 1.6111 -5.9153 0.118
C -4.5102 -1.4570 -0.1070 -0.326
H 2.3123 -2.8711 0.9672 0.092
H 6.5012 -2.0222 1.1507 0.115
Cl -3.9389 -5.3717 0.3108 0.752
H 3.2051 -2.0145 5.3989 0.115
C 1.5010 -0.2249 -4.8627 -0.065
C -6.0813 -3.7177 -0.0553 -0.681
C 1.7478 1.1379 -4.9461 -0.053
H -0.5666 1.1203 4.4760 0.117
C 5.3663 -0.8065 -0.2000 -0.060
H 4.8936 1.0920 2.9803 0.116
C 1.7627 1.2969 -2.5498 -0.095
C -0.2845 4.4348 3.4780 -0.071
H 1.8886 1.8907 -1.6511 0.111
Cl -7.0695 -5.1165 -0.0381 0.722
H 2.7904 1.2644 1.7167 0.105
W -1.7216 -0.9239 -0.1391 1.505
C 1.9186 -1.2050 3.8904 -0.086
C -6.6683 -2.4488 -0.2349 -0.686
C -0.4741 1.9233 3.7502 -0.050
H 0.0005 5.2887 4.0813 0.107
H -0.2957 1.8769 -0.9456 0.099
C 1.8005 -0.2737 2.8638 -0.346
Cl -1.9280 2.3578 -5.0410 0.704
H 6.2252 -0.2434 -0.5397 0.113
H 1.3977 -0.8150 -5.7637 0.113
C 2.8715 0.5573 2.5336 -0.076
C -1.9511 -0.6521 -2.3441 -0.280
H 3.9999 0.2286 -1.4837 0.103
C 4.1726 -0.4675 4.2705 -0.053
Cl -2.6265 2.0202 -2.1190 0.759
C 3.1089 -1.2951 4.5971 -0.055
C -0.5241 4.6535 2.1843 -0.027
C 1.8824 1.8991 -3.7915 -0.054
C 3.0109 -1.2756 -0.2974 -0.335
C 5.5197 -1.8094 0.7476 -0.058
Cl -2.2171 -3.3577 -2.6868 0.719
H 2.0799 2.9603 -3.8601 0.116
H -2.7681 1.0322 2.2238 0.160
C -0.5219 1.5054 2.3238 -0.381
Cl -1.5117 -0.1091 -6.8552 0.726
C 1.3615 -0.8310 -3.6236 -0.076
H 1.0761 2.6815 1.2456 0.157
S 0.1647 -2.5088 -0.8866 0.463
O -3.6110 -0.4672 -0.0788 -0.207
H -2.6658 3.3692 2.3524 0.131
```



2.
C40H27F5N8OPtSe | ωB97M-V with the def2-TZVPD basis set

For the HOMO energy (alpha / beta), the calculation gives -7.3 / -7.3 eV. Its net charge is 0.

```
83
Properties=species:S:1:pos:R:3:lowdin_charge:R:1
C -6.3481 4.2532 0.8914 -0.053
C -5.3509 0.1894 -4.0389 -0.078
C -0.0897 2.4123 -5.3255 -0.188
C -0.4061 1.8476 -6.5544 -0.030
C -1.8115 -0.8452 -0.8839 -0.267
O -3.2821 3.5270 -2.7824 0.120
H 2.2667 4.2360 -0.8918 0.103
N 1.3315 2.3448 -1.3008 0.089
C -5.0615 -0.8743 -4.8812 -0.087
C -2.7376 2.3157 -6.2060 -0.013
C 1.9954 -3.8202 1.8147 -0.270
C -4.7571 3.9822 -0.8847 -0.133
Pt -0.4314 -0.9413 0.5423 0.849
C -1.1074 2.9223 -4.5311 0.037
H -5.7093 -1.0973 -5.7190 0.101
H -2.2040 -1.9563 -3.4206 0.114
C -2.5044 -4.3969 0.0327 -0.051
H -6.8383 4.3663 -1.1990 0.117
C -2.4258 2.8640 -4.9653 -0.133
H -3.0164 0.8723 1.4599 0.152
C -1.7213 1.8087 -6.9957 -0.055
C 3.9512 -3.0764 -0.2913 -0.019
C 1.9168 3.5264 -1.6232 -0.222
F 0.7703 -4.1227 2.2340 0.090
C -1.7120 -2.2725 -0.7782 -0.340
C -2.9709 3.5913 2.4522 -0.066
H -4.7548 1.2864 -2.3007 0.101
H 1.8160 3.4042 -5.3013 0.134
F 2.7540 -3.3343 -0.9683 -0.068
H -3.7658 -2.6938 -0.2545 0.122
C -2.4970 0.0453 -1.5853 -0.062
C -4.5155 3.8532 -2.3216 -0.319
C 2.9503 -4.6769 1.4267 -0.093
N 1.4895 2.6383 -3.4538 -0.153
C -1.1908 -4.9210 -0.0340 -0.063
H 0.8441 -4.5326 -0.5447 0.101
C -0.3837 -2.7829 -0.8203 -0.166
H -1.9545 1.3646 -7.9541 0.109
H -5.5759 4.0235 2.8775 0.116
N -0.8742 0.8745 1.4168 -0.114
H -7.3611 4.4309 1.2260 0.111
H -1.0152 -5.9530 0.2385 0.112
C 4.1398 -3.9352 0.9004 -0.311
N 2.0307 3.7499 -2.9132 0.106
H -3.7704 2.2720 -6.5231 0.117
H 0.3816 1.4342 -7.1735 0.117
C -4.5119 0.4726 -2.9723 -0.048
H 0.6004 0.8670 -2.6661 0.131
H -3.4269 3.2747 3.3905 0.131
C -2.0804 1.3761 1.6317 -0.107
C -3.0949 -1.3614 -3.5798 -0.029
F 2.8515 -5.9859 1.3625 0.168
C 1.3545 2.5075 -4.8889 -0.075
Se 1.5323 -0.9822 2.1498 0.795
H 0.3733 -2.2912 -1.4268 0.110
H -0.8802 3.3601 -3.5676 0.125
N -0.6446 2.9645 2.1432 0.140
C -3.7409 3.7853 0.0447 0.033
H -6.2244 0.8051 -4.2111 0.106
H 1.9236 1.6464 -5.2417 0.132
F 4.6712 -1.5097 1.5047 0.064
C -2.7659 -3.1042 -0.3080 -0.027
C -3.5086 3.3438 -4.1125 -0.300
H -2.7284 3.5983 -0.2944 0.128
C -0.1583 -4.1379 -0.4506 -0.077
C -4.0371 3.7972 1.4048 -0.199
H -2.4172 4.5095 2.6450 0.137
C -3.3742 -0.2936 -2.7263 -0.213
C -3.9330 -1.6487 -4.6453 -0.076
C -6.0628 4.2242 -0.4593 -0.011
H 1.0472 1.8064 1.6633 0.078
C -0.0219 1.8887 1.7451 -0.226
C 3.8061 -2.4942 1.1538 -0.414
H -2.4338 1.0973 -1.3154 0.092
H -3.6970 -2.4757 -5.3028 0.104
N -5.3921 3.9044 -3.2627 0.128
C 2.4820 -2.4688 1.7002 -0.484
C -5.3421 4.0253 1.8195 -0.033
C 1.0816 1.8141 -2.4783 -0.159
F 5.3474 -4.5035 1.1693 0.085
H -3.3133 -5.0381 0.3591 0.110
N -4.7346 3.5692 -4.4326 0.131
N -1.9517 2.6274 2.0640 -0.115
```



3.
C40H28Br2FN8O7PtS | ωB97M-V with the def2-TZVPD basis set

For the HOMO energy (alpha / beta), the calculation gives -4.1 / -5.2 eV. Its expectation value of S² is 6.073. Its multiplicity is 5. Its net charge is -1.

```
88
Properties=species:S:1:pos:R:3:mulliken_spin:R:1
H 4.0773 -3.1054 4.7332 0.002
H -0.7724 -4.1252 -2.1873 0.002
C -0.9928 0.6041 -1.7582 0.009
C -0.7299 -3.0584 1.5869 0.200
H 7.3397 0.3848 -0.6437 0.000
C 5.6048 -0.7592 -0.1937 0.002
H -3.0511 -0.0022 0.9912 -0.003
C -6.1373 2.3052 0.8144 0.003
C -0.8483 -5.3361 1.5637 0.395
H -2.4967 5.3430 -4.7875 0.001
H -3.8232 0.1314 -1.9625 -0.005
C -3.4862 3.0073 -2.5357 0.033
C 5.5345 1.5672 -0.7880 -0.001
C 4.2040 -0.7470 -0.0646 -0.009
C 3.0938 -3.4183 2.8480 0.020
N 3.5028 0.3433 -0.2379 0.004
C -2.5414 3.2198 -1.5363 0.035
C -3.3254 -1.7813 -1.6619 0.078
O -4.4577 -1.9780 -1.2334 0.089
O 1.9928 2.4762 -0.6789 0.008
H 1.6779 -1.7460 -3.0235 0.015
H -0.6150 -2.1568 3.4487 -0.026
H 1.7904 0.2090 3.1965 -0.002
O 0.1303 0.5709 -2.1356 0.135
C -1.0667 -3.0717 -2.0882 -0.105
F -3.0454 -4.0493 -1.5148 0.034
N -0.1829 -2.1096 -2.1952 0.450
C -3.4679 3.7645 -3.7023 -0.005
C 6.2631 0.3762 -0.5436 0.001
C 2.2643 -2.8750 1.8745 0.002
H -0.5422 -6.3165 3.5008 0.001
O 1.8160 -3.9255 -0.6583 0.036
C 4.1450 1.5074 -0.6149 0.006
C -3.9231 0.6420 0.9345 -0.030
H -4.2590 2.2575 -2.4110 0.000
C -4.9439 2.6875 0.2095 -0.004
C -1.5376 4.9408 -2.9037 -0.009
H -2.3078 3.6615 1.4349 0.000
N -1.8044 3.0289 0.8393 0.020
C -0.6684 -5.3748 2.9836 -0.072
Br 2.8271 5.3447 -1.4043 0.000
C -6.2256 1.0836 1.4720 -0.001
Pt 1.4923 0.6958 0.0947 0.129
C 5.2932 3.9022 -1.3480 -0.002
H 1.1825 -3.4950 -3.0087 0.010
H -7.1603 0.7770 1.9297 0.000
N -0.8118 -3.0266 2.9840 0.266
C -2.4628 2.3314 -0.2757 -0.034
H 6.1371 -1.6808 -0.0042 0.000
S -0.5803 -1.5456 0.7312 0.335
H 3.6602 -1.6503 0.1674 0.005
C -0.6142 -4.2158 3.6652 0.199
O 2.5209 -1.7498 -0.6415 0.027
C 3.4394 -2.6747 3.9704 0.021
C -3.8301 1.8461 0.2476 0.029
C 2.9702 -1.3701 4.1070 -0.015
H -5.1719 -0.6999 2.0408 0.001
H 3.2361 -0.7842 4.9787 -0.001
H -0.4577 -4.1408 4.7318 0.014
C -5.1141 0.2570 1.5342 0.009
H 5.7291 4.8482 -1.6372 0.000
O -1.8813 0.0015 -2.6091 0.000
N -0.3802 1.3991 0.3525 0.284
Br 7.9616 2.9846 -1.4377 0.000
C -1.5515 4.1788 -1.7432 0.016
H -4.8768 3.6448 -0.2968 0.001
C 1.9301 -2.7574 -1.0699 0.054
H -0.7581 5.6820 -3.0458 0.000
C 3.2875 2.6275 -0.8190 -0.007
H -0.7783 4.3206 -0.9942 0.008
N -0.8086 -4.1637 0.9067 -0.110
H 3.4695 -4.4270 2.7215 -0.002
N 0.9562 -0.9790 1.0287 0.557
N -3.0650 -0.5125 -2.1041 0.052
H 2.0032 -3.4333 0.9803 -0.023
C 3.9000 3.8111 -1.1700 0.002
C -2.5020 4.7433 -3.8841 0.010
O 0.0160 2.7297 2.2450 0.055
C 1.1221 -2.5271 -2.5131 -0.020
C -2.3957 -2.8944 -1.7621 0.333
C 6.0900 2.8111 -1.1674 0.003
C 2.1573 -0.8115 3.1282 0.058
C -1.3792 1.2635 -0.5393 0.448
H -0.9424 -6.2319 0.9657 0.028
C 1.8018 -1.5762 2.0266 -0.020
C -0.6400 2.4275 1.2629 -0.033
H -6.9968 2.9654 0.7747 0.000
H -4.2085 3.5787 -4.4709 0.000
```



4.
C40H28Br2N7O4RuS | ωB97M-V with the def2-TZVPD basis set

For the HOMO energy (alpha / beta), the calculation gives -6.9 / -6.9 eV. Its expectation value of S² is 0.757. Its multiplicity is 2. Its net charge is 0.

```
83
Properties=species:S:1:pos:R:3:mulliken_spin:R:1
H 3.4452 0.3164 0.9617 -0.001
H -4.0218 -0.9331 -0.8607 0.000
H 4.1423 -1.9089 0.1035 0.000
C 1.8594 0.4550 6.3717 -0.007
N -2.3194 -3.2400 -1.6360 -0.001
Br 0.3687 6.1554 3.7526 0.001
C -1.4308 -7.7518 -3.3610 0.002
H -0.6954 -8.5267 -3.5205 0.000
H 3.8274 2.9672 0.2399 0.000
C -1.1732 7.0098 1.5093 -0.001
H -3.3079 -3.1998 -1.8052 0.000
C -3.6849 -6.9180 -3.5107 0.001
C 3.8739 3.5628 1.1430 -0.005
C -1.5441 -2.2548 -1.0709 0.004
H -4.2757 1.3324 0.1072 0.000
H 3.0685 4.2922 1.0725 0.001
C -3.1569 -0.3872 -0.5025 0.002
C -1.7464 4.3716 -2.4699 0.007
C -2.1702 1.5644 0.4565 0.003
H 5.4357 1.9222 5.1602 0.000
O 2.0585 2.1479 -0.8331 0.004
N 2.0074 3.0764 -1.7824 0.007
O 0.5128 3.8100 1.8501 0.014
H -1.3348 7.9001 2.1009 0.000
H -4.7140 -7.0767 -3.8051 0.000
H 4.8286 4.0856 1.1771 0.000
C -0.2712 -2.7639 -1.0684 -0.006
C -3.3035 0.8679 0.0259 -0.001
H 2.4018 -3.4336 -0.8627 0.000
H -4.0237 -4.9557 -2.7862 0.000
C -1.9513 -5.5304 -2.5646 0.003
C -0.9328 3.3865 -1.8552 0.004
N -0.2442 -4.0241 -1.6136 0.000
C -1.8764 -0.9585 -0.5629 -0.005
O -3.2453 -9.0644 -4.2975 0.000
H -0.1617 0.1718 5.6574 0.000
C 4.7703 2.6367 3.2705 -0.002
C -2.0354 5.5272 -1.8150 -0.007
C 2.3331 1.5368 3.8225 0.013
N -0.4544 3.5595 -0.6498 0.014
C 1.0567 1.0377 4.1559 -0.005
H 3.9145 0.8683 6.7844 0.000
C 0.5342 -0.7423 -0.0364 -0.009
C -1.7310 6.8966 0.2708 -0.002
C -0.8056 -0.2060 -0.0778 -0.011
C 3.1091 0.9065 6.0612 0.011
Br -2.8029 8.3205 -0.3883 0.000
O 2.8001 3.9698 -1.6475 0.002
H -1.8999 -10.4810 -3.5835 0.000
C -1.0387 -6.5528 -2.7852 -0.002
H 1.6499 0.0531 7.3551 0.000
C 2.1565 -2.4514 -0.4801 0.008
H -2.1157 4.1973 -3.4734 0.002
C -0.6022 2.1289 -2.6058 0.003
Ru 0.8743 1.9436 1.1100 0.961
C 3.3581 1.4635 4.7887 -0.002
C 0.8274 -2.0072 -0.5338 0.003
C 0.8334 0.5249 5.4135 0.014
N 1.4701 0.0544 0.5098 -0.010
N 2.5309 2.1244 2.5815 -0.035
C -0.3951 5.9676 2.0351 -0.011
N -0.9602 1.0472 0.3804 0.000
C -3.2815 -5.7318 -2.9371 -0.002
C -2.7612 -7.9386 -3.7274 0.000
C -1.5201 5.7407 -0.5139 0.001
S -0.2371 1.0688 2.9951 -0.003
H -2.6437 6.2912 -2.2798 -0.001
C -0.7325 4.7036 0.0268 -0.003
H -1.5016 1.5122 -2.7215 0.000
C -2.3388 -10.1320 -4.5205 0.000
C 3.6902 2.7276 2.3530 0.005
H 5.7083 3.1037 3.0039 0.001
H -0.0071 -6.3965 -2.4993 0.000
C -1.4876 -4.2811 -1.9471 0.000
H -2.9222 -10.9326 -4.9639 0.000
H -2.2449 2.5649 0.8613 0.001
H -1.5444 -9.8396 -5.2103 0.000
H -0.2365 2.3763 -3.6028 0.000
C 3.1030 -1.6173 0.0511 -0.005
H 0.1680 1.5665 -2.0867 0.000
C -0.1704 4.7871 1.3459 0.007
C 4.6186 1.9974 4.4515 0.003
C 2.7198 -0.3624 0.5386 0.032
```



5.
C40H29Br2IN5O5V | ωB97M-V with the def2-TZVPD basis set

For the HOMO energy (alpha / beta), the calculation gives -2.8 / -4.2 eV. Its expectation value of S² is 3.814. Its multiplicity is 4. Its net charge is -1.

```
83
Properties=species:S:1:pos:R:3:mulliken_spin:R:1
H -1.6763 3.3897 1.0927 0.014
H -5.6658 3.6333 -0.4218 0.008
I -2.7434 -1.7314 0.1126 -0.012
C 4.0596 1.8174 0.4128 0.238
C -0.3710 -1.1724 -3.9347 -0.004
N -0.6669 -0.4397 1.9231 0.042
O 1.3558 0.9236 -1.7967 0.077
N -0.2713 -2.6487 -2.1182 0.020
C 2.8477 -1.2423 2.6135 -0.013
O -0.5300 -0.2326 -3.0896 -0.040
C -3.6680 0.2123 -3.2315 0.003
C 1.2831 2.7439 2.6956 -0.032
C -1.8345 0.0821 2.3491 -0.012
H 0.1214 -5.9553 -1.8723 0.000
C 3.3776 1.3960 -0.6968 -0.068
C 3.3781 2.2486 1.5716 -0.045
N -0.0776 1.9644 0.4262 0.450
H 0.2546 -5.7584 -4.3514 0.001
C -3.1580 1.5511 -1.3263 0.006
C 0.0271 -4.9958 -2.3579 -0.006
C 1.5948 -1.2154 0.5238 0.006
C 0.0978 -4.8873 -3.7306 0.015
H 2.6125 0.0216 4.3271 0.002
C -3.7001 3.6360 0.4379 -0.035
C -4.4039 2.1507 -1.3098 -0.029
C -2.1467 1.9821 -0.4323 -0.072
N 3.8652 -1.9810 0.5718 -0.011
C -0.1559 -2.0671 -6.2010 -0.011
H -5.3124 1.6310 3.1487 0.003
C 3.3627 3.0504 3.8557 -0.036
C -1.9890 1.0418 3.3653 0.012
C 0.0165 -3.3433 -5.7064 0.032
H -0.2232 -3.9097 -0.5058 -0.001
H 3.8931 3.3385 4.7539 -0.002
C -0.1635 -3.8521 -1.5860 0.022
Br -0.6704 0.7340 -6.0153 0.002
H 0.2062 2.7937 2.6557 -0.005
H -5.1794 1.8254 -1.9853 -0.003
H 5.1304 2.6027 2.7562 0.000
C 3.9045 -1.7338 1.8833 0.043
H 5.1396 1.8121 0.4140 0.009
C 1.9676 1.3580 -0.7429 0.233
O -2.8051 0.5291 -2.1686 -0.032
C 2.8039 -1.9851 -1.5770 0.006
C -3.2194 1.5983 3.6350 0.001
H -0.1320 -1.8860 -7.2642 -0.001
C 1.6209 -0.9973 1.9462 0.020
Br 0.3166 -4.7618 -6.9462 0.001
C -0.3664 -1.0135 -5.3293 0.032
C -2.4567 3.0459 0.4336 0.113
H 3.8399 -1.9870 -1.9088 0.000
H 4.8614 -1.9359 2.3496 0.002
C -4.2316 0.2545 1.9216 -0.007
H 3.9093 1.0417 -1.5682 0.001
H 0.4807 -0.3371 3.6686 0.001
O 2.3775 -1.9626 4.8973 0.000
C -4.3459 1.2064 2.9258 0.014
C 2.7606 -1.7354 -0.0994 -0.017
C 1.2392 1.8432 0.3977 -0.059
H -4.6222 -0.1873 -2.8690 0.000
H 1.4286 3.4496 4.7054 0.004
C 1.9617 2.2934 1.5555 -0.002
N -0.8849 1.4420 -0.4577 0.072
C 4.0514 2.6416 2.7433 0.024
C -0.2111 -2.5183 -3.4471 0.026
C -2.9948 -0.2738 1.6410 -0.002
C -0.0282 -3.6182 -4.3285 -0.010
C -4.6833 3.1861 -0.4249 0.073
H -3.1627 -0.5641 -3.8069 0.002
H -5.1002 -0.0607 1.3616 -0.001
C 1.9653 3.1130 3.8283 0.059
H -3.8457 1.0845 -3.8709 -0.001
H -1.1117 1.3448 3.9168 -0.002
H 2.3647 -2.9577 -1.8049 0.001
H -3.3078 2.3520 4.4059 0.000
V -0.2531 -0.1702 -1.3790 1.945
H -3.8986 4.4550 1.1141 -0.002
H 2.2443 -1.2189 -2.1166 0.010
O 0.5689 -0.8657 -0.1678 -0.076
H 1.4790 -2.0873 4.5694 0.000
H 4.0601 -1.0093 4.3613 0.000
C 3.0018 -0.9799 4.0889 -0.004
C 0.4408 -0.5433 2.5924 0.010
```



Per-record ΔE to the lowest compared entry with this formula, charge and spin, kcal/mol: 26.0, 0.0, 162.2, 29.5, 56.8
Per-record calculated total energy, a.u.: -7486.45171, -5073.66109, -8271.10455, -7866.50652, -8581.48829
Per-record largest force on an atom, Eh/bohr: 0.003, 0.012, 0.118, 0.025, 0.151